1.
{"formula": "C12H32F20N5O8P3S2", "method": "ωB97M-V/def2-TZVPD", "spin_multiplicity": 1, "lumo_energy_ha": -0.115, "e_tot_ha": -5170.073562, "homo_lumo_gap_ev": 2.30, "homo_energy_ev": -5.4, "fmax_ha_per_bohr": 0.1963, "species": ["C", "C", "O", "N", "H", "H", "C", "H", "H", "H", "H", "H", "H", "C", "C", "O", "N", "H", "H", "C", "H", "H", "H", "H", "H", "H", "C", "C", "O", "N", "H", "H", "C", "H", "H", "H", "H", "H", "H", "C", "C", "O", "N", "H", "H", "C", "H", "H", "H", "H", "H", "H", "P", "F", "F", "F", "F", "F", "F", "P", "F", "F", "F", "F", "F", "F", "P", "F", "F", "F", "F", "F", "F", "N", "S", "O", "O", "F", "S", "O", "O", "F"], "xyz": [[-12.1528, -5.9566, -7.2320], [-12.4984, -4.5202, -7.5150], [-13.6031, -4.1288, -7.6218], [-11.3451, -3.5262, -7.6298], [-10.4397, -3.9085, -7.9137], [-11.5846, -2.9921, -8.4698], [-11.0342, -2.8187, -6.3233], [-13.0174, -6.5143, -6.8779], [-11.2972, -6.2513, -6.6270], [-11.9750, -6.3963, -8.2219], [-10.5244, -3.5367, -5.6891], [-11.8945, -2.3175, -5.8848], [-10.3664, -2.0132, -6.6298], [-16.4925, -1.7015, -6.7124], [-15.3150, -1.2810, -5.8646], [-14.2844, -0.8010, -6.2041], [-15.6278, -1.2372, -4.4045], [-16.1513, -2.0706, -4.1134], [-14.7435, -1.3197, -3.8970], [-16.2459, 0.0643, -3.9306], [-17.3958, -1.4361, -6.1660], [-16.5384, -2.7829, -6.8609], [-16.3502, -1.2712, -7.7002], [-17.2826, 0.2193, -4.2180], [-15.5576, 0.8260, -4.2834], [-16.2649, -0.0030, -2.8417], [-10.4605, -7.9162, 0.0976], [-11.6741, -8.0033, -0.8268], [-12.7918, -8.1438, -0.4740], [-11.3623, -7.8963, -2.3259], [-10.3961, -8.1501, -2.5414], [-11.8334, -8.6781, -2.7867], [-11.5656, -6.5335, -2.9638], [-10.8186, -8.0908, 1.1114], [-10.0799, -6.8866, 0.0878], [-9.6569, -8.6059, -0.1620], [-10.9752, -5.7879, -2.4317], [-12.6185, -6.2583, -2.9718], [-11.2590, -6.5374, -4.0097], [-12.4825, 1.0941, -4.0004], [-11.1760, 1.8643, -4.0394], [-10.1381, 1.4977, -3.6185], [-11.2604, 3.2983, -4.5287], [-10.3573, 3.3922, -5.0081], [-11.8817, 3.4029, -5.3309], [-11.2630, 4.4344, -3.5298], [-13.2791, 1.7724, -4.3031], [-12.5599, 0.6538, -3.0028], [-12.4912, 0.2346, -4.6715], [-11.5754, 4.1337, -2.5328], [-11.9877, 5.1133, -3.9722], [-10.2731, 4.8716, -3.4515], [-9.0081, -3.2512, 0.8462], [-8.3880, -4.7780, 0.7497], [-8.2541, -2.8548, -0.5375], [-10.3059, -3.8240, 0.0370], [-9.6851, -1.7789, 0.8940], [-9.8198, -3.6300, 2.1756], [-7.6966, -2.7998, 1.6723], [-12.8731, -2.7497, -2.4463], [-11.8882, -1.5591, -1.9294], [-13.0901, -1.8217, -3.8014], [-11.5201, -3.4010, -3.0804], [-13.9984, -3.8209, -3.0096], [-12.6743, -3.5660, -1.1255], [-14.1464, -1.9049, -1.8354], [-16.7575, -3.3419, 0.5809], [-16.7983, -2.7066, -0.9209], [-18.2998, -3.0794, 0.9214], [-17.0803, -4.7869, -0.0905], [-16.4448, -3.9303, 2.0514], [-15.1556, -3.7464, 0.3162], [-16.2923, -1.8701, 1.0952], [-13.1534, -4.1243, 3.1810], [-13.2206, -4.4462, 4.6184], [-11.9793, -4.5897, 5.3606], [-14.2938, -5.2697, 5.1859], [-13.6718, -2.9767, 5.1198], [-12.9597, -5.7537, 2.6914], [-14.2048, -6.3166, 2.3211], [-11.8264, -6.5175, 3.1764], [-12.4531, -5.1780, 1.2945]], "lowdin_charge": [0.03, -0.39, 0.20, 0.09, 0.18, 0.19, 0.05, 0.11, 0.09, 0.11, 0.11, 0.08, 0.11, 0.05, -0.40, 0.13, 0.09, 0.20, 0.10, 0.06, 0.10, 0.11, 0.10, 0.10, 0.09, 0.12, 0.05, -0.37, 0.22, 0.08, 0.17, 0.18, 0.02, 0.10, 0.10, 0.09, 0.11, 0.10, 0.07, 0.04, -0.38, 0.22, 0.07, 0.18, 0.17, 0.05, 0.08, 0.11, 0.07, 0.12, 0.10, 0.11, 0.15, -0.21, -0.20, -0.21, -0.17, -0.15, -0.17, 0.22, -0.15, -0.24, -0.17, -0.17, -0.08, -0.16, 0.17, -0.23, -0.15, -0.19, -0.16, -0.22, -0.18, -0.22, 0.37, -0.33, -0.33, -0.23, 0.54, -0.26, -0.29, -0.23]}


2.
{"formula": "C19H42InN6OSi", "method": "ωB97M-V/def2-TZVPD", "spin_multiplicity": 1, "lumo_energy_ha": -0.074, "e_tot_ha": -1632.417256, "homo_lumo_gap_ev": 9.15, "homo_energy_ev": -11.2, "total_charge": 1, "fmax_ha_per_bohr": 0.0220, "species": ["In", "C", "N", "C", "C", "N", "C", "C", "N", "C", "C", "N", "C", "N", "C", "C", "C", "N", "C", "H", "H", "H", "H", "H", "H", "H", "H", "H", "H", "H", "H", "H", "H", "H", "H", "H", "H", "H", "H", "H", "H", "H", "H", "C", "Si", "C", "C", "H", "H", "H", "H", "H", "H", "H", "H", "H", "C", "C", "C", "C", "O", "H", "H", "H", "H", "H", "H", "H", "H", "H"], "xyz": [[-0.6501, 1.0829, 0.0810], [1.1841, 0.2694, -2.7223], [2.4377, 0.5271, -2.0814], [3.4938, 1.2257, -2.7821], [4.5801, 1.3119, -1.7141], [3.8677, 1.0476, -0.4721], [4.7108, 0.8533, 0.6832], [2.6130, 0.5599, -0.7283], [1.6617, 0.1698, 0.0591], [1.8525, -0.0341, 1.4792], [0.5941, -0.7167, 2.0327], [-0.4508, 0.2415, 2.3191], [-0.5194, 0.8810, 3.4472], [-1.5798, 1.6974, 3.7189], [-2.4303, 2.2788, 2.7096], [-1.3256, 2.4803, 4.9098], [-0.2659, 1.6502, 5.6199], [0.3145, 0.8777, 4.5339], [1.3438, -0.0614, 4.9060], [1.3720, -0.1205, -3.7216], [0.5655, 1.1748, -2.8035], [0.6478, -0.4792, -2.1393], [3.1606, 2.2189, -3.1110], [3.8089, 0.6604, -3.6631], [5.0396, 2.3013, -1.6646], [5.3666, 0.5639, -1.8690], [5.5315, 1.5669, 0.6122], [5.1379, -0.1552, 0.7088], [4.1775, 1.0483, 1.6082], [1.9843, 0.9229, 2.0013], [2.7222, -0.6766, 1.6639], [0.8453, -1.3430, 2.8884], [0.2148, -1.3703, 1.2371], [-3.0216, 1.5035, 2.2153], [-1.8377, 2.8222, 1.9675], [-3.1121, 2.9708, 3.2010], [-2.2378, 2.5912, 5.4976], [-0.9520, 3.4783, 4.6439], [-0.7102, 0.9838, 6.3728], [0.4980, 2.2703, 6.0951], [1.8286, 0.3176, 5.8034], [2.1041, -0.1376, 4.1345], [0.9368, -1.0525, 5.1304], [-2.3417, -1.5642, -1.9628], [-2.7985, -0.3601, -0.5597], [-3.9809, 1.0354, -1.1108], [-3.3090, -1.3146, 1.0087], [-3.2241, -2.0927, -2.3101], [-1.6315, -2.3139, -1.6235], [-1.9039, -1.0539, -2.8176], [-5.0248, 0.7372, -1.0933], [-3.7434, 1.3521, -2.1243], [-3.8767, 1.9044, -0.4641], [-4.3745, -1.2471, 1.2054], [-2.7781, -0.9248, 1.8739], [-3.0584, -2.3686, 0.9178], [0.2786, 5.2513, 1.0565], [0.2222, 4.1418, -0.0057], [1.6128, 3.9589, -0.6214], [-0.7856, 4.5185, -1.1012], [-0.1781, 2.9782, 0.6467], [0.5017, 6.2134, 0.6064], [1.0526, 5.0097, 1.7801], [-0.6755, 5.3192, 1.5716], [1.9876, 4.8951, -1.0254], [1.5498, 3.2171, -1.4164], [2.2946, 3.5908, 0.1418], [-0.5560, 5.4869, -1.5388], [-1.7872, 4.5605, -0.6726], [-0.7737, 3.7595, -1.8871]], "nbo_charge": [1.38, -0.41, -0.40, -0.21, -0.21, -0.42, -0.41, 0.67, -0.70, -0.26, -0.23, -0.72, 0.66, -0.40, -0.42, -0.21, -0.21, -0.42, -0.41, 0.23, 0.19, 0.23, 0.20, 0.22, 0.22, 0.20, 0.22, 0.20, 0.22, 0.20, 0.20, 0.21, 0.21, 0.20, 0.24, 0.22, 0.22, 0.19, 0.19, 0.21, 0.22, 0.21, 0.20, -1.11, 1.13, -1.11, -1.12, 0.25, 0.24, 0.24, 0.25, 0.25, 0.24, 0.25, 0.26, 0.25, -0.61, 0.27, -0.62, -0.62, -1.01, 0.21, 0.21, 0.21, 0.22, 0.18, 0.21, 0.22, 0.21, 0.19]}


3.
{"formula": "H24KrO12", "method": "ωB97M-V/def2-TZVPD", "spin_multiplicity": 1, "lumo_energy_ha": -0.012, "e_tot_ha": -3670.890302, "homo_lumo_gap_ev": 10.23, "homo_energy_ev": -10.5, "fmax_ha_per_bohr": 0.0236, "species": ["Kr", "O", "H", "H", "O", "H", "H", "O", "H", "H", "O", "H", "H", "O", "H", "H", "O", "H", "H", "O", "H", "H", "O", "H", "H", "O", "H", "H", "O", "H", "H", "O", "H", "H", "O", "H", "H"], "xyz": [[0.0168, 0.7627, 0.3314], [-2.2744, -1.3931, 1.8101], [-3.0070, -1.2242, 2.4024], [-2.4768, -0.8823, 1.0263], [-1.3798, -2.0043, -2.0282], [-2.0014, -1.4369, -1.5723], [-0.9654, -1.4345, -2.6762], [-0.6862, 0.5520, -3.6962], [-0.8903, 1.4669, -3.8901], [0.2355, 0.5613, -3.4379], [3.2618, -1.9002, 0.0822], [3.9567, -2.3906, -0.3570], [2.5227, -1.9353, -0.5250], [0.3957, 1.7294, 3.9172], [0.8144, 0.9154, 3.6374], [-0.1768, 1.9678, 3.1881], [1.2085, -2.6796, -1.7046], [0.2674, -2.5179, -1.6387], [1.2773, -3.5030, -2.1879], [2.3898, 2.8483, 2.4974], [2.8972, 2.0823, 2.2288], [1.9241, 2.5639, 3.2839], [-2.2384, 1.8881, 2.5479], [-2.9102, 1.5655, 1.9472], [-2.3104, 2.8413, 2.4989], [-0.2197, -3.3261, 1.8099], [0.6960, -3.1377, 2.0151], [-0.6831, -2.5133, 2.0117], [1.3882, 4.3443, -0.2194], [1.7097, 4.1094, -1.0898], [1.9477, 3.8546, 0.3834], [1.9437, -0.1184, -2.9896], [2.5291, -0.3584, -3.7079], [1.6082, -0.9538, -2.6642], [-3.2811, -0.2618, -0.8903], [-4.0133, -0.7407, -1.2784], [-3.4765, 0.6587, -1.0656]], "nbo_charge": [0.00, -0.96, 0.47, 0.49, -0.97, 0.50, 0.49, -0.98, 0.47, 0.50, -0.96, 0.46, 0.49, -0.94, 0.47, 0.49, -1.00, 0.51, 0.48, -0.98, 0.46, 0.49, -0.94, 0.47, 0.48, -0.96, 0.46, 0.49, -0.95, 0.46, 0.49, -0.97, 0.48, 0.50, -0.96, 0.49, 0.49]}


4.
{"formula": "C40H35NO6P2V", "method": "ωB97M-V/def2-TZVPD", "spin_multiplicity": 2, "lumo_energy_ha": [0.019, 0.019], "e_tot_ha": -3678.150975, "homo_lumo_gap_ev": [7.71, 7.13], "homo_energy_ev": [-7.2, -6.6], "s2": 0.76, "fmax_ha_per_bohr": 0.0311, "species": ["V", "O", "C", "C", "O", "O", "C", "C", "C", "C", "C", "C", "C", "C", "C", "C", "C", "C", "H", "H", "H", "H", "H", "H", "H", "H", "H", "H", "H", "C", "C", "P", "C", "C", "C", "C", "C", "C", "C", "C", "C", "C", "C", "C", "P", "C", "C", "C", "C", "C", "C", "C", "C", "C", "C", "C", "C", "H", "H", "H", "H", "H", "H", "H", "H", "H", "H", "H", "H", "H", "H", "H", "H", "H", "H", "H", "H", "H", "H", "H", "H", "O", "N", "O", "O"], "xyz": [[-0.3333, 0.3534, -0.4969], [-1.7175, -0.5404, 1.0642], [-1.6804, 0.3057, 2.2448], [-0.2329, 0.8461, 2.3069], [0.1188, 1.4322, 3.2991], [0.4971, 0.6075, 1.2364], [-2.0062, -0.5429, 3.4734], [-2.2650, 0.0714, 4.6956], [-2.5414, -0.6923, 5.8168], [-2.5705, -2.0807, 5.7348], [-2.3179, -2.6969, 4.5215], [-2.0328, -1.9312, 3.3945], [-2.6793, 1.4459, 2.0892], [-3.9948, 1.1153, 1.7742], [-4.9499, 2.1004, 1.5828], [-4.6007, 3.4365, 1.7329], [-3.3004, 3.7698, 2.0792], [-2.3411, 2.7813, 2.2546], [-2.6390, -0.7603, 0.8645], [-2.2375, 1.1508, 4.7673], [-2.7361, -0.2019, 6.7619], [-2.7913, -2.6749, 6.6122], [-2.3379, -3.7764, 4.4423], [-1.8269, -2.4255, 2.4562], [-4.2968, 0.0742, 1.7005], [-5.9649, 1.8257, 1.3274], [-5.3408, 4.2116, 1.5829], [-3.0221, 4.8085, 2.2022], [-1.3292, 3.0538, 2.5211], [2.3914, -1.3940, -1.8410], [2.2821, -0.1500, -2.7191], [1.4127, 1.2101, -1.8227], [1.2465, 2.4353, -3.1701], [0.0599, 2.5004, -3.8963], [-0.0679, 3.3792, -4.9651], [0.9923, 4.2009, -5.3167], [2.1819, 4.1410, -4.6010], [2.3081, 3.2632, -3.5347], [2.6694, 1.9570, -0.7415], [3.9768, 1.4950, -0.6650], [4.8802, 2.0780, 0.2171], [4.4765, 3.1295, 1.0228], [3.1701, 3.6021, 0.9486], [2.2705, 3.0152, 0.0759], [0.7995, -1.6929, -0.9052], [1.4077, -2.7482, 0.4537], [0.8724, -2.5932, 1.7283], [1.3077, -3.3847, 2.7845], [2.2914, -4.3376, 2.5724], [2.8366, -4.5007, 1.3035], [2.3966, -3.7119, 0.2518], [-0.0590, -2.8772, -2.0246], [-0.2424, -4.2270, -1.7343], [-0.9415, -5.0531, -2.6073], [-1.4659, -4.5426, -3.7847], [-1.2985, -3.1962, -4.0820], [-0.6112, -2.3717, -3.2050], [3.1494, -1.2490, -1.0684], [2.6753, -2.2705, -2.4247], [1.6588, -0.3503, -3.5948], [3.2535, 0.1782, -3.0948], [-0.7699, 1.8515, -3.6482], [-0.9983, 3.4215, -5.5164], [0.8929, 4.8898, -6.1457], [3.0113, 4.7822, -4.8709], [3.2331, 3.2355, -2.9705], [4.3085, 0.6807, -1.2953], [5.8946, 1.7047, 0.2737], [5.1768, 3.5792, 1.7149], [2.8494, 4.4170, 1.5843], [1.2469, 3.3710, 0.0372], [0.1199, -1.8406, 1.8952], [0.8802, -3.2453, 3.7697], [2.6390, -4.9529, 3.3927], [3.6049, -5.2443, 1.1343], [2.8227, -3.8576, -0.7339], [0.1564, -4.6435, -0.8178], [-1.0752, -6.0995, -2.3636], [-2.0101, -5.1860, -4.4640], [-1.7175, -2.7824, -4.9902], [-0.5254, -1.3155, -3.4385], [-3.1473, 2.1092, -2.0262], [-2.1968, 1.6044, -1.5400], [-1.7503, 0.4075, -1.9252], [-1.4560, 2.1126, -0.6574]], "lowdin_charge": [0.50, -0.08, -0.29, -0.53, 0.11, -0.15, -0.13, -0.01, -0.07, -0.09, -0.08, -0.04, -0.16, -0.03, -0.07, -0.08, -0.06, -0.02, 0.12, 0.12, 0.10, 0.10, 0.10, 0.11, 0.12, 0.11, 0.10, 0.11, 0.12, -0.36, -0.36, 0.99, -0.33, -0.08, -0.07, -0.08, -0.08, -0.08, -0.36, -0.09, -0.08, -0.08, -0.06, -0.09, 1.02, -0.34, -0.07, -0.06, -0.08, -0.08, -0.10, -0.32, -0.08, -0.08, -0.09, -0.08, -0.10, 0.07, 0.09, 0.08, 0.08, 0.09, 0.11, 0.10, 0.10, 0.11, 0.09, 0.10, 0.10, 0.11, 0.11, 0.06, 0.11, 0.10, 0.10, 0.11, 0.10, 0.10, 0.10, 0.11, 0.09, 0.14, -0.51, -0.17, -0.06]}